*w*
Formula: C5H11NO
Source: OMol25
Level of theory: ωB97M-V with the def2-TZVPD basis set

HOMO-LUMO gap in eV: 8.76
Multiplicity: 1
SMILES: C=CC(=C)NC.O
Net charge: 0
M in g mol⁻¹: 101.1

Geometry (Å):
C 2.084 0.458 0.817
N 0.699 0.894 0.713
C -0.257 -0.131 0.482
C -0.032 -1.478 0.787
C -2.744 -0.075 -0.212
C -1.684 0.433 0.414
H 2.096 -0.351 1.520
H 2.756 1.185 1.345
H 2.576 0.112 -0.079
H 0.589 1.805 0.288
H 0.977 -1.833 0.881
H -0.744 -2.209 0.747
H -2.763 -0.986 -0.674
H -3.819 0.374 -0.117
H -1.575 1.516 0.157
H 0.209 0.196 -1.732
H 0.803 -0.397 -2.896
O 0.827 0.488 -2.440


*x*
Formula: C5H11NO
Source: OMol25
Level of theory: ωB97M-V with the def2-TZVPD basis set

HOMO-LUMO gap in eV: 10.14
Multiplicity: 1
SMILES: CC(C)N(C)C=O
Net charge: 0
M in g mol⁻¹: 101.1

Geometry (Å):
C -0.930 -1.438 -0.423
C -0.601 0.051 -0.468
C -1.566 0.858 0.400
N 0.799 0.310 -0.091
C 1.591 -0.662 0.633
C 1.342 1.503 -0.446
O 0.760 2.388 -1.046
H -0.888 -1.830 0.600
H -1.948 -1.589 -0.793
H -0.257 -2.030 -1.051
H -0.701 0.409 -1.499
H -1.350 1.923 0.312
H -2.596 0.686 0.067
H -1.496 0.558 1.453
H 1.105 -0.970 1.563
H 1.784 -1.556 0.032
H 2.555 -0.213 0.888
H 2.398 1.601 -0.132


*y*
Formula: C5H11NO
Source: OMol25
Level of theory: ωB97M-V with the def2-TZVPD basis set

HOMO-LUMO gap in eV: 10.46
Multiplicity: 1
SMILES: CC(C)[C@H](N)C=O
Net charge: 0
M in g mol⁻¹: 101.1

Geometry (Å):
O -0.516 -2.561 -0.861
C 0.345 -1.799 -1.183
C 0.706 -0.503 -0.482
C -0.244 -0.036 0.613
C 0.403 0.701 1.770
C -1.524 0.556 0.016
N 1.040 0.461 -1.518
H 0.967 -1.967 -2.080
H 1.690 -0.827 -0.086
H -0.543 -1.002 1.055
H 1.204 1.358 1.407
H -0.239 1.393 2.320
H 0.759 -0.014 2.504
H -1.561 1.288 -0.789
H -2.027 1.107 0.824
H -2.236 -0.225 -0.259
H 1.474 1.282 -1.130
H 0.303 0.790 -2.119


*z*
Formula: C5H11NO
Source: OMol25
Level of theory: ωB97M-V with the def2-TZVPD basis set

HOMO-LUMO gap in eV: 8.74
Multiplicity: 1
SMILES: [H]/N=C/CC.CC=O
Net charge: 0
M in g mol⁻¹: 101.1

Geometry (Å):
C -1.230 0.603 0.474
C -1.498 0.963 -0.975
C -0.983 -1.093 0.639
N -1.247 -1.840 -0.333
H -0.544 -2.485 -0.681
H -1.146 -1.352 1.689
H -2.145 0.686 1.066
H -0.595 1.340 0.967
H -0.580 0.912 -1.558
H -2.217 0.278 -1.422
H -1.948 1.954 -1.046
C 2.429 0.237 -0.272
C 1.392 -0.165 0.730
O 1.377 0.089 1.904
H 0.802 -1.114 0.350
H 2.875 1.187 0.019
H 2.026 0.302 -1.281
H 3.230 -0.502 -0.270


Energies in kJ/mol, measured from the most stable structure: *w* 310.8; *x* 0.0; *y* 94.0; *z* 403.2.


*w*
Formula: C5H11NO
Source: OMol25
Level of theory: ωB97M-V with the def2-TZVPD basis set

HOMO-LUMO gap in eV: 10.43
Multiplicity: 1
SMILES: C/C=N/C=O.[H][H].C=C
Net charge: 0
M in g mol⁻¹: 101.1

Geometry (Å):
C -0.031 -0.943 -2.088
C -0.833 -1.534 -1.205
C -0.406 0.468 1.227
C 0.167 -0.481 2.236
N 0.269 1.443 0.760
C -0.359 2.215 -0.236
O -1.498 2.613 -0.208
H -0.400 -0.190 -2.788
H 2.476 0.133 -0.858
H 1.029 -1.193 -2.150
H -1.896 -1.294 -1.145
H -0.459 -2.291 -0.511
H -1.424 0.267 0.867
H -0.210 -1.495 2.062
H 1.258 -0.475 2.185
H -0.136 -0.183 3.247
H 2.111 0.508 -0.329
H 0.340 2.432 -1.066


*x*
Formula: C5H11NO
Source: OMol25
Level of theory: ωB97M-V with the def2-TZVPD basis set

HOMO-LUMO gap in eV: 7.98
Multiplicity: 1
Net charge: 0
M in g mol⁻¹: 101.1

Geometry (Å):
C 2.704 0.657 0.121
O 1.473 0.980 -0.481
C 0.648 -0.137 -0.652
C -0.112 -0.579 0.623
N -1.313 0.109 0.122
C -2.689 -0.467 0.489
C -0.707 0.290 -1.225
H 3.274 1.584 0.205
H 3.271 -0.061 -0.491
H 2.571 0.228 1.126
H 1.176 -0.939 -1.186
H -0.280 -1.662 0.680
H 0.261 -0.204 1.580
H -1.909 0.664 0.894
H -2.659 -1.562 0.409
H -3.381 -0.041 -0.243
H -0.748 1.312 -1.608
H -1.152 -0.418 -1.934


Energies in kJ/mol, measured from the most stable structure: *w* 0.0; *x* 252.8.


*w*
Formula: C5H11NO
Source: OMol25
Level of theory: ωB97M-V with the def2-TZVPD basis set

HOMO-LUMO gap in eV: 10.61
Multiplicity: 1
SMILES: CC[C@@H](C)NC=O
Net charge: 0
M in g mol⁻¹: 101.1

Geometry (Å):
C 1.387 0.537 -1.301
C 0.235 -0.474 -1.157
C -0.445 -0.536 0.235
C 0.243 -1.504 1.197
N -0.579 0.786 0.832
C -1.690 1.561 0.699
O -2.759 1.189 0.261
H 1.338 1.031 -2.273
H 1.324 1.337 -0.561
H 2.379 0.089 -1.210
H -0.539 -0.230 -1.894
H 0.593 -1.481 -1.412
H -1.475 -0.874 0.085
H 0.258 -2.506 0.755
H 1.280 -1.214 1.407
H -0.297 -1.559 2.148
H 0.262 1.252 1.137
H -1.515 2.597 1.050


*x*
Formula: C5H11NO
Source: OMol25
Level of theory: ωB97M-V with the def2-TZVPD basis set

HOMO-LUMO gap in eV: 8.59
Multiplicity: 1
SMILES: C=C(N)/C=C/C.O
Net charge: 0
M in g mol⁻¹: 101.1

Geometry (Å):
N -0.081 -1.074 -1.065
C 0.082 -0.205 0.025
C 0.095 -0.648 1.289
C 0.198 3.648 -0.023
C -0.202 2.212 0.169
C 0.493 1.193 -0.310
H 0.508 -0.795 -1.836
H 0.168 -2.019 -0.807
H -0.300 -1.648 1.405
H 0.425 -0.096 2.140
H 1.211 3.819 0.328
H 0.032 3.917 -1.055
H -0.446 4.294 0.585
H -1.189 1.893 0.497
H 1.564 1.181 -0.518
H -0.077 -4.839 -0.210
H -1.304 -4.111 0.433
O -0.431 -3.978 0.050


Energies in kJ/mol, measured from the most stable structure: *w* 0.0; *x* 177.6.


*w*
Formula: C2H5BO2
Source: OMol25
Level of theory: ωB97M-V with the def2-TZVPD basis set

HOMO-LUMO gap in eV: 10.20
Multiplicity: 1
SMILES: O=BO.C=C
Net charge: 0
M in g mol⁻¹: 71.9

Geometry (Å):
B -2.519 -0.879 0.291
C 2.172 0.629 0.319
C 1.149 0.134 -0.327
O -2.443 -2.065 0.600
O -2.694 0.359 -0.001
H 2.998 1.228 -0.057
H 2.360 0.253 1.350
H 1.268 0.070 -1.395
H 0.291 -0.388 0.085
H -2.582 0.659 -0.863


*x*
Formula: C2H5BO2
Source: OMol25
Level of theory: ωB97M-V with the def2-TZVPD basis set

HOMO-LUMO gap in eV: 10.89
Multiplicity: 1
Net charge: 0
M in g mol⁻¹: 71.9

Geometry (Å):
B 0.997 -0.025 1.995
C 0.472 -0.372 0.573
C -0.762 -0.062 -1.405
O 0.258 0.902 0.961
O -0.016 -0.870 -0.460
H 0.249 -0.521 2.706
H 2.034 0.487 2.270
H -0.576 0.987 -0.963
H -1.800 -0.288 -1.598
H -0.031 -0.234 -2.225


Energies in kJ/mol, measured from the most stable structure: *w* 0.0; *x* 290.0.


*w*
Formula: C4H8O
Source: OMol25
Level of theory: ωB97M-V with the def2-TZVPD basis set

HOMO-LUMO gap in eV: 10.13
Multiplicity: 1
SMILES: C/C=C/CO
Net charge: 0
M in g mol⁻¹: 72.1

Geometry (Å):
C -2.368 -0.190 0.128
C -0.864 -0.364 -0.137
C -0.078 0.704 -0.244
C 1.353 0.641 0.140
H -2.692 0.878 -0.027
H -3.054 -0.683 -0.534
H -2.600 -0.440 1.160
H -0.359 -1.202 -0.392
H -0.496 1.699 -0.342
H 1.581 0.867 1.114
H 2.014 1.316 -0.371
H 2.254 -1.031 -0.744
O 1.887 -0.768 0.102


*x*
Formula: C4H8O
Source: OMol25
Level of theory: ωB97M-V with the def2-TZVPD basis set

HOMO-LUMO gap (alpha / beta) in eV: 8.08 / 7.93
Multiplicity: 1
Net charge: 0
M in g mol⁻¹: 72.1

Geometry (Å):
C 0.198 -1.457 -0.867
C 0.490 0.047 -0.742
C -0.268 0.966 1.931
C -0.644 0.941 -0.398
O -0.834 1.349 0.818
H 1.132 -2.014 -1.006
H -0.308 -1.854 0.019
H -0.441 -1.653 -1.735
H 0.914 0.394 -1.694
H -0.566 1.535 2.798
H 1.266 0.208 0.026
H 0.300 0.048 1.968
H -1.238 1.489 -1.118


Energies in kJ/mol, measured from the most stable structure: *w* 0.0; *x* 150.6.


*w*
Formula: C4H8O
Source: OMol25
Level of theory: ωB97M-V with the def2-TZVPD basis set

HOMO-LUMO gap (alpha / beta) in eV: 7.79 / 7.78
Multiplicity: 1
Net charge: 0
M in g mol⁻¹: 72.1

Geometry (Å):
C 1.675 -0.252 -0.109
C 0.376 0.041 -0.718
C -0.798 -0.664 -0.331
C -1.261 0.654 0.681
O -0.161 1.210 1.133
H 2.500 0.343 -0.504
H 1.476 0.027 0.949
H 1.901 -1.323 -0.145
H 0.293 0.812 -1.482
H -1.569 -0.802 -1.086
H -0.614 -1.554 0.273
H -1.999 0.290 1.430
H -1.819 1.217 -0.093


*x*
Formula: C4H8O
Source: OMol25
Level of theory: ωB97M-V with the def2-TZVPD basis set

HOMO-LUMO gap in eV: 9.16
Multiplicity: 1
SMILES: C/C=C(/C)O
Net charge: 0
M in g mol⁻¹: 72.1

Geometry (Å):
C -1.558 -0.105 -1.289
C -0.682 0.586 -0.291
C 0.488 0.052 0.112
O 1.031 -0.905 -0.736
C 1.218 0.294 1.372
H -2.156 -0.854 -0.741
H -0.835 -0.551 -1.960
H -2.320 0.502 -1.777
H -1.049 1.235 0.514
H 1.624 -1.553 -0.334
H 0.819 -0.241 2.234
H 1.117 1.375 1.582
H 2.302 0.163 1.315


*y*
Formula: C4H8O
Source: OMol25
Level of theory: ωB97M-V with the def2-TZVPD basis set

HOMO-LUMO gap in eV: 9.45
Multiplicity: 1
SMILES: C=C(C)OC
Net charge: 0
M in g mol⁻¹: 72.1

Geometry (Å):
C 1.840 -0.297 0.031
C -0.551 -0.341 -0.009
C -0.617 1.150 -0.030
C -1.650 -1.104 0.026
H 2.054 0.024 1.131
H 2.582 -1.091 -0.415
H 1.840 0.735 -0.626
H -0.438 1.552 -1.085
H 0.156 1.603 0.725
H -1.641 1.562 0.293
H -2.616 -0.632 0.069
H -1.615 -2.171 -0.049
O 0.655 -0.990 -0.061


*z*
Formula: C4H8O
Source: OMol25
Level of theory: ωB97M-V with the def2-TZVPD basis set

HOMO-LUMO gap in eV: 10.93
Multiplicity: 1
SMILES: C[C@@H]1O[C@@H]1C
Net charge: 0
M in g mol⁻¹: 72.1

Geometry (Å):
C -1.652 0.359 -0.227
C -0.694 -0.749 0.264
C 0.813 -0.682 0.239
C 1.602 0.482 -0.182
H -2.706 0.041 -0.382
H -1.221 0.954 -1.109
H -1.748 1.059 0.663
H -1.030 -1.306 1.211
H 1.283 -1.151 1.110
H 1.120 0.786 -1.179
H 2.681 0.263 -0.322
H 1.411 1.443 0.581
O 0.140 -1.498 -0.667


Energies in kJ/mol, measured from the most stable structure: *w* 272.7; *x* 0.0; *y* 78.5; *z* 87.7.


*w*
Formula: C4H8O
Source: OMol25
Level of theory: ωB97M-V with the def2-TZVPD basis set

HOMO-LUMO gap in eV: 10.51
Multiplicity: 1
SMILES: C1=CCC1.O
Net charge: 0
M in g mol⁻¹: 72.1

Geometry (Å):
O 2.017 1.174 -0.671
C 0.360 -0.814 -0.447
C -0.129 -0.640 0.971
C -1.322 0.146 0.345
C -0.651 -0.124 -0.985
H 2.046 1.199 0.291
H 1.217 -1.343 -0.850
H 0.498 -0.069 1.669
H -0.401 -1.585 1.448
H -1.422 1.188 0.670
H -2.288 -0.354 0.456
H 1.070 1.113 -0.876
H -0.941 0.083 -2.012


*x*
Formula: C4H8O
Source: OMol25
Level of theory: ωB97M-V with the def2-TZVPD basis set

HOMO-LUMO gap in eV: 10.29
Multiplicity: 1
SMILES: C/C=C/CO
Net charge: 0
M in g mol⁻¹: 72.1

Geometry (Å):
C 0.375 1.964 0.952
C -0.600 -1.413 -0.793
O 0.090 -2.642 -0.950
C 0.222 -0.291 -0.238
C -0.263 0.716 0.504
H 0.628 1.956 2.009
H -0.271 2.839 0.770
H 1.304 2.190 0.399
H -1.429 -1.684 -0.121
H -0.986 -1.068 -1.758
H 0.978 -2.484 -1.290
H 1.263 -0.639 -0.253
H -1.311 0.556 0.768


Energies in kJ/mol, measured from the most stable structure: *w* 54.6; *x* 0.0.